(1)
The following is a quantum chemistry calculation of a molecular structure, C35H30N5O5PS2Ta at a distorted geometry, from OMol25.

Positions of all 79 atoms, in Å:
Ta (-11.19669, -11.23306, 11.51490)
O (-7.42657, -16.13161, 12.20183)
C (-8.24196, -15.10685, 12.14720)
C (-7.70435, -13.85244, 11.76879)
C (-8.53513, -12.79293, 11.73657)
N (-9.85828, -12.91119, 11.98846)
C (-10.34624, -14.05231, 12.46830)
C (-9.60899, -15.22620, 12.55495)
C (-11.80169, -13.81895, 12.80556)
O (-12.57354, -14.71775, 13.11324)
O (-12.11065, -12.55601, 12.76813)
C (-8.13633, -11.40222, 11.23416)
O (-7.02687, -11.19334, 10.83400)
O (-9.17599, -10.58397, 11.29716)
H (-6.58876, -15.91459, 11.69153)
H (-6.65332, -13.83263, 11.56743)
H (-10.00812, -16.10559, 12.98924)
S (-11.98116, -9.97524, 13.50782)
C (-12.11566, -8.29303, 13.09763)
C (-12.45150, -7.40831, 14.16357)
N (-12.60615, -6.71155, 15.05503)
C (-11.87026, -7.84479, 11.86885)
S (-11.66321, -8.95450, 10.51988)
C (-11.55712, -6.46585, 11.66623)
N (-11.04911, -5.43495, 11.63048)
C (-9.99440, -7.96010, 6.27599)
C (-11.11664, -8.77956, 6.07978)
C (-11.32643, -9.90327, 6.83380)
C (-10.36511, -10.21290, 7.83169)
C (-9.24323, -9.41500, 8.05990)
C (-9.07667, -8.29844, 7.27383)
P (-10.65091, -11.57536, 8.94592)
C (-9.50991, -12.98011, 8.60818)
C (-8.17633, -12.78545, 8.24901)
C (-7.28111, -13.82847, 8.20110)
C (-7.65847, -15.06295, 8.55315)
C (-8.96569, -15.32534, 8.90692)
C (-9.89932, -14.27621, 8.94079)
C (-12.32931, -12.34195, 8.94452)
C (-13.00124, -13.04219, 7.95977)
C (-14.23937, -13.55655, 8.33957)
C (-14.77512, -13.36609, 9.64699)
C (-14.05968, -12.64934, 10.57083)
C (-12.81182, -12.14369, 10.24320)
H (-9.96615, -7.03823, 5.73288)
H (-11.84072, -8.38271, 5.33354)
H (-12.26335, -10.50979, 6.80833)
H (-8.50480, -9.57746, 8.81624)
H (-8.13951, -7.79081, 7.45946)
H (-7.83451, -11.76740, 8.02209)
H (-6.24050, -13.62037, 7.87020)
H (-6.88841, -15.84372, 8.58409)
H (-9.33301, -16.32008, 9.09610)
H (-10.93029, -14.44501, 9.25917)
H (-12.59185, -13.19137, 6.98305)
H (-14.82426, -14.15673, 7.62828)
H (-15.77349, -13.73497, 9.77271)
H (-14.41998, -12.42387, 11.56432)
C (-7.13265, -7.09329, 15.98747)
C (-7.07036, -8.52181, 15.56009)
N (-8.34428, -8.91830, 15.01740)
C (-9.37118, -8.88847, 16.06368)
C (-9.45807, -7.41147, 16.68104)
N (-8.56593, -6.57494, 15.83538)
C (-9.08313, -6.64530, 14.42718)
C (-8.69404, -8.04751, 13.90830)
H (-6.55987, -6.47900, 15.34440)
H (-6.83391, -6.88835, 16.98881)
H (-6.83548, -9.24610, 16.36194)
H (-6.29989, -8.58603, 14.77841)
H (-9.13058, -9.59981, 16.86722)
H (-10.38775, -9.16339, 15.65340)
H (-9.13033, -7.33666, 17.71830)
H (-10.43693, -6.96038, 16.61574)
H (-8.57829, -5.61076, 16.13110)
H (-8.64555, -5.85211, 13.92105)
H (-10.16216, -6.52430, 14.49733)
H (-7.85111, -7.95956, 13.19627)
H (-9.55007, -8.48661, 13.39725)

LUMO = -3.770 eV
maximum force = 2.95 eV Å⁻¹
energy above the lowest of the compared OMol25 structures with the same formula, charge and spin = 0.9178 eV
HOMO energy = -10.6 eV
molar mass = 876.71 g mol⁻¹
charge = +1
Kohn-Sham gap = 6.877 eV

(2)
The following is a quantum chemistry calculation of a molecular structure, C35H31BrCdIN3OS2Te, from OMol25.

Positions of all 76 atoms, in Å:
Cd (1.12365, -0.58025, 2.56997)
S (2.36396, -2.62581, 1.63927)
C (1.40677, -3.45804, 2.81546)
S (0.52547, -2.52734, 4.01730)
C (1.30738, -4.83614, 2.82229)
C (1.99245, -5.63884, 1.85978)
N (2.52570, -6.29674, 1.07761)
C (0.49753, -5.53459, 3.76838)
N (-0.14482, -6.12211, 4.52461)
Br (4.32691, 0.66362, 8.25027)
C (5.20104, 1.19082, 6.65590)
C (6.18430, 2.16688, 6.76106)
C (6.85884, 2.59403, 5.63062)
C (6.55064, 2.04497, 4.39402)
C (5.57154, 1.07172, 4.29468)
C (4.88412, 0.63141, 5.42425)
I (3.41414, -0.81989, 5.14830)
H (6.41227, 2.58600, 7.73136)
H (7.62219, 3.35618, 5.71866)
H (7.06924, 2.37443, 3.50294)
H (5.32537, 0.64489, 3.33114)
C (-2.41268, -0.74469, -7.38345)
C (-1.86408, -0.68091, -5.98303)
C (-1.17219, 0.43094, -5.52929)
C (-0.66047, 0.49626, -4.23457)
C (0.10131, 1.73136, -3.82580)
C (-0.85894, -0.57254, -3.35673)
Te (-0.02275, -0.48755, -1.31708)
N (0.39914, 0.52286, 0.68100)
C (0.87256, 1.63209, 1.15312)
O (1.30843, 1.65559, 2.37291)
C (0.90329, 2.93394, 0.41426)
C (1.29365, 3.01270, -0.91582)
C (1.31610, 4.23554, -1.57258)
C (0.93432, 5.38974, -0.90388)
C (0.55047, 5.31715, 0.42998)
C (0.54860, 4.09837, 1.09047)
C (-1.92118, -0.77355, -0.42343)
C (-2.17433, -1.92865, 0.31655)
C (-1.17926, -3.03499, 0.55700)
C (-3.43767, -2.08085, 0.89668)
C (-4.42687, -1.12495, 0.76825)
C (-5.78213, -1.31161, 1.39535)
C (-4.13387, 0.03158, 0.04975)
C (-2.89554, 0.23194, -0.54148)
C (-2.63711, 1.52996, -1.25792)
C (-1.52637, -1.72341, -3.80918)
C (-1.72980, -2.94854, -2.95758)
C (-2.01970, -1.74972, -5.11130)
H (-2.24124, 0.19066, -7.91635)
H (-3.48718, -0.93765, -7.37711)
H (-1.94146, -1.54759, -7.95417)
H (-1.01843, 1.27200, -6.19871)
H (0.14849, 2.44391, -4.64994)
H (1.12766, 1.48908, -3.53847)
H (-0.36388, 2.22718, -2.97123)
H (1.58974, 2.10977, -1.43371)
H (1.63018, 4.28377, -2.60835)
H (0.94170, 6.34354, -1.41721)
H (0.25873, 6.21594, 0.95944)
H (0.27909, 4.03017, 2.13601)
H (-0.25358, -2.92593, -0.00437)
H (-1.61945, -4.00194, 0.30457)
H (-0.90991, -3.07266, 1.61564)
H (-3.63410, -2.98097, 1.47136)
H (-5.82656, -2.23777, 1.96769)
H (-6.56515, -1.34631, 0.63479)
H (-6.01810, -0.48559, 2.06905)
H (-4.88793, 0.80770, -0.04130)
H (-3.46705, 2.21977, -1.10305)
H (-2.51835, 1.37312, -2.33197)
H (-1.72617, 2.00747, -0.88721)
H (-0.82736, -3.21182, -2.40371)
H (-2.00079, -3.80106, -3.58072)
H (-2.52443, -2.79575, -2.22775)
H (-2.53612, -2.64226, -5.45330)

LUMO (alpha / beta) = 2.113 / 1.019 eV
maximum force = 0.16 eV Å⁻¹
energy above the lowest of the compared OMol25 structures with the same formula, charge and spin = 0.5822 eV
HOMO energy (alpha / beta) = -5.2 / -5.2 eV
molar mass = 1020.61 g mol⁻¹
spin multiplicity = 2
charge = -1
Kohn-Sham gap (alpha / beta) = 7.264 / 6.193 eV

> Which of these has the lowest maximum force?

C35H31BrCdIN3OS2Te

> Which of these has the highest charge?

C35H30N5O5PS2Ta

> Among the records above, which one has the highest energy above the lowest of the compared OMol25 structures with the same formula, charge and spin?

C35H30N5O5PS2Ta

> Among the records above, which one has the highest charge?

C35H30N5O5PS2Ta